(1)
C40H120O20 | the ωB97M-V functional and the def2-TZVPD basis

Properties
Energy, Ha: -3100.59474
E_LUMO, eV: 0.19

The geometry in XYZ format:
```
180
Properties=species:S:1:pos:R:3:lowdin_charge:R:1
C -1.511 6.978 1.124 -0.07
C -1.250 5.505 0.634 -0.27
O -0.375 5.749 -0.487 -0.11
H -2.115 7.557 0.426 0.07
H -0.581 7.495 1.363 0.07
H -2.178 6.963 1.986 0.05
H -2.175 4.990 0.376 0.09
H -0.735 4.907 1.385 0.08
H -0.411 5.028 -1.120 0.01
C 0.790 2.251 5.382 -0.04
C 1.191 0.984 4.618 -0.33
O 0.429 -0.101 4.989 -0.10
H 1.091 2.220 6.429 0.08
H -0.269 2.475 5.259 0.06
H 1.284 3.149 5.010 0.05
H 2.221 0.677 4.798 0.11
H 1.199 1.063 3.531 0.09
H 0.932 -0.829 4.617 0.01
C -0.970 -5.639 3.935 -0.08
C -2.122 -6.334 3.236 -0.35
O -3.070 -6.823 4.105 -0.06
H -1.257 -4.912 4.695 0.06
H -0.289 -5.100 3.276 0.05
H -0.291 -6.335 4.429 0.08
H -1.778 -7.249 2.756 0.11
H -2.545 -5.660 2.491 0.10
H -3.943 -6.792 3.707 0.09
C 4.588 -3.418 -3.155 -0.06
C 3.604 -2.782 -4.158 -0.27
O 2.369 -2.540 -3.505 -0.09
H 5.455 -3.888 -3.618 0.07
H 4.200 -4.253 -2.572 0.06
H 5.016 -2.711 -2.444 0.06
H 3.493 -3.382 -5.061 0.11
H 4.034 -1.859 -4.545 0.10
H 1.734 -2.205 -4.142 0.04
C -0.801 0.801 0.961 -0.04
C -0.250 -0.649 0.685 -0.22
O -0.087 -0.858 -0.738 -0.10
H -1.017 0.845 2.028 0.05
H -1.742 1.025 0.458 0.06
H -0.167 1.653 0.719 0.07
H -0.836 -1.419 1.187 0.10
H 0.736 -0.675 1.150 0.10
H 0.496 -1.616 -0.820 0.03
C 3.457 3.193 0.663 -0.08
C 2.332 3.573 1.600 -0.31
O 2.895 4.568 2.412 -0.08
H 4.423 3.061 1.152 0.07
H 3.600 3.950 -0.108 0.08
H 3.197 2.306 0.085 0.06
H 2.018 2.825 2.327 0.09
H 1.376 3.855 1.158 0.10
H 2.797 5.426 1.991 0.09
C -3.538 2.764 2.442 -0.06
C -2.504 3.396 3.451 -0.31
O -2.879 3.163 4.794 -0.09
H -3.737 1.748 2.784 0.06
H -3.198 2.895 1.415 0.04
H -4.498 3.276 2.500 0.07
H -2.512 4.478 3.321 0.10
H -1.480 3.042 3.333 0.09
H -2.852 2.205 4.849 0.04
C -2.116 -5.075 -0.935 -0.07
C -1.633 -6.246 -1.801 -0.32
O -2.082 -6.117 -3.151 -0.08
H -3.158 -4.907 -1.207 0.08
H -1.562 -4.199 -1.272 0.05
H -1.970 -5.152 0.143 0.06
H -2.094 -7.157 -1.421 0.11
H -0.560 -6.430 -1.750 0.10
H -2.054 -7.027 -3.456 0.08
C 1.067 -4.333 0.747 -0.06
C 1.630 -4.151 -0.639 -0.30
O 1.746 -2.801 -0.919 -0.11
H 1.852 -4.315 1.503 0.07
H 0.663 -5.344 0.800 0.08
H 0.270 -3.608 0.911 0.08
H 0.916 -4.536 -1.368 0.10
H 2.580 -4.642 -0.853 0.12
H 2.102 -2.732 -1.808 0.05
C 2.300 -0.966 -7.446 -0.06
C 0.890 -1.492 -7.072 -0.27
O 0.872 -1.785 -5.682 -0.10
H 2.994 -1.797 -7.321 0.06
H 2.594 -0.167 -6.765 0.06
H 2.416 -0.534 -8.440 0.08
H 0.613 -2.325 -7.717 0.12
H 0.199 -0.690 -7.333 0.09
H -0.060 -1.802 -5.453 0.03
C 0.351 5.795 4.614 -0.08
C -0.158 7.152 5.105 -0.32
O -0.452 7.148 6.476 -0.07
H -0.335 4.949 4.663 0.05
H 1.266 5.486 5.119 0.08
H 0.603 5.914 3.560 0.06
H -1.087 7.396 4.590 0.10
H 0.588 7.901 4.841 0.11
H -1.144 6.486 6.537 0.08
C 1.624 1.922 -4.256 -0.07
C 1.227 0.826 -3.344 -0.29
O 0.195 1.227 -2.454 -0.10
H 0.824 2.428 -4.796 0.07
H 2.316 1.656 -5.055 0.07
H 2.095 2.717 -3.678 0.08
H 2.050 0.571 -2.676 0.11
H 0.968 -0.095 -3.867 0.08
H 0.056 0.528 -1.810 0.03
C -2.231 -2.001 4.047 -0.07
C -2.940 -0.836 4.764 -0.27
O -2.317 0.344 4.315 -0.11
H -2.605 -2.938 4.459 0.07
H -1.143 -1.955 4.086 0.05
H -2.536 -2.044 3.001 0.07
H -2.743 -1.031 5.818 0.11
H -4.003 -0.702 4.562 0.12
H -1.380 0.190 4.457 0.04
C -1.565 1.320 -6.152 -0.07
C -2.797 0.756 -6.904 -0.29
O -2.597 -0.551 -7.408 -0.09
H -0.709 1.434 -6.816 0.07
H -1.279 0.637 -5.353 0.05
H -1.778 2.292 -5.705 0.06
H -3.123 1.381 -7.735 0.11
H -3.627 0.649 -6.206 0.10
H -2.340 -1.157 -6.709 0.03
C 4.523 0.176 2.297 -0.05
C 3.979 -0.615 1.108 -0.27
O 3.187 -1.772 1.366 -0.11
H 4.997 1.096 1.956 0.06
H 5.268 -0.385 2.862 0.08
H 3.742 0.437 3.011 0.06
H 4.807 -0.861 0.443 0.10
H 3.285 0.011 0.546 0.10
H 2.824 -2.047 0.521 0.05
C -5.452 0.751 -0.514 -0.08
C -6.142 0.365 0.767 -0.33
O -7.247 -0.461 0.400 -0.09
H -6.128 1.452 -1.004 0.08
H -5.211 -0.146 -1.084 0.07
H -4.536 1.294 -0.280 0.04
H -6.496 1.194 1.379 0.11
H -5.516 -0.278 1.385 0.10
H -7.949 -0.284 1.031 0.08
C -3.082 -2.087 -2.952 -0.05
C -1.730 -1.888 -3.664 -0.33
O -1.831 -2.025 -5.012 -0.08
H -2.942 -2.033 -1.872 0.07
H -3.456 -3.068 -3.246 0.07
H -3.819 -1.303 -3.127 0.07
H -1.035 -2.636 -3.282 0.12
H -1.343 -0.916 -3.358 0.10
H -2.134 -2.932 -5.088 0.12
C 1.218 -2.976 5.915 -0.05
C 2.204 -3.027 4.667 -0.24
O 2.001 -1.899 3.828 -0.11
H 0.178 -2.845 5.616 0.04
H 1.338 -2.111 6.568 0.07
H 1.257 -3.917 6.464 0.07
H 1.964 -3.866 4.014 0.09
H 3.247 -3.189 4.939 0.11
H 2.440 -2.016 2.982 0.04
C -2.839 2.785 -1.933 -0.08
C -2.069 3.880 -2.609 -0.31
O -0.725 3.777 -2.253 -0.09
H -2.364 1.808 -2.019 0.07
H -3.793 2.691 -2.452 0.08
H -2.939 2.993 -0.868 0.05
H -2.437 4.873 -2.351 0.12
H -2.214 3.784 -3.685 0.10
H -0.475 2.871 -2.447 0.04
C 5.367 0.546 -2.842 -0.08
C 6.593 0.617 -1.960 -0.28
O 6.268 1.150 -0.623 -0.10
H 4.731 1.424 -2.727 0.08
H 4.793 -0.315 -2.499 0.05
H 5.527 0.351 -3.902 0.08
H 7.329 1.285 -2.408 0.10
H 7.076 -0.352 -1.833 0.10
H 7.072 1.160 -0.100 0.08
```



(2)
C40H120O20 | the ωB97M-V functional and the def2-TZVPD basis

Properties
Energy, Ha: -3100.56235
E_LUMO, eV: 0.62

The geometry in XYZ format:
```
180
Properties=species:S:1:pos:R:3:lowdin_charge:R:1
C -1.440 -5.534 -0.051 -0.07
C -0.892 -4.248 -0.722 -0.28
O -1.990 -3.396 -1.048 -0.11
H -1.935 -5.326 0.877 0.05
H -0.631 -6.259 0.072 0.07
H -2.184 -5.998 -0.760 0.09
H -0.258 -4.514 -1.590 0.12
H -0.272 -3.652 -0.039 0.10
H -1.583 -2.542 -1.231 0.05
C -6.584 -3.841 -1.205 -0.07
C -5.419 -3.118 -0.544 -0.26
O -4.677 -2.383 -1.534 -0.12
H -6.803 -3.410 -2.159 0.06
H -7.516 -3.785 -0.622 0.07
H -6.407 -4.923 -1.382 0.08
H -4.754 -3.799 -0.083 0.10
H -5.767 -2.437 0.201 0.10
H -3.764 -2.748 -1.607 0.07
C 3.214 -0.344 -2.952 -0.07
C 2.446 -1.526 -2.438 -0.23
O 2.267 -1.470 -0.971 -0.13
H 4.173 -0.233 -2.381 0.07
H 2.646 0.543 -2.726 0.07
H 3.527 -0.449 -3.976 0.08
H 3.034 -2.478 -2.510 0.11
H 1.502 -1.637 -2.997 0.10
H 1.431 -1.102 -0.684 0.04
C 0.895 -5.282 2.624 -0.08
C -0.295 -4.698 3.459 -0.25
O -0.449 -3.249 3.468 -0.14
H 0.687 -6.346 2.520 0.07
H 1.854 -5.170 3.107 0.06
H 0.872 -4.867 1.596 0.05
H -0.190 -4.998 4.475 0.09
H -1.292 -5.026 3.030 0.11
H 0.485 -2.907 3.324 0.06
C -3.186 2.509 0.946 -0.07
C -3.166 4.044 1.029 -0.31
O -4.284 4.546 0.349 -0.08
H -4.156 2.122 1.358 0.09
H -2.324 2.083 1.454 0.04
H -3.200 2.149 -0.097 0.07
H -2.290 4.460 0.509 0.11
H -3.215 4.436 2.079 0.11
H -4.481 5.367 0.754 0.08
C -1.159 0.361 -5.575 -0.07
C -0.918 -0.518 -4.331 -0.27
O -1.085 0.037 -3.005 -0.12
H -1.011 -0.333 -6.401 0.07
H -0.403 1.171 -5.721 0.08
H -2.165 0.846 -5.633 0.07
H 0.086 -0.973 -4.463 0.10
H -1.639 -1.392 -4.363 0.12
H -2.052 0.232 -2.899 0.08
C -4.392 3.005 4.544 -0.09
C -3.193 2.848 5.428 -0.27
O -1.942 3.423 4.890 -0.12
H -4.666 4.056 4.330 0.08
H -5.198 2.621 5.157 0.07
H -4.340 2.393 3.609 0.07
H -2.930 1.843 5.575 0.08
H -3.346 3.368 6.376 0.12
H -1.801 2.902 4.081 0.04
C 4.238 -5.963 0.201 -0.06
C 3.505 -4.814 -0.548 -0.29
O 2.591 -4.000 0.223 -0.12
H 3.617 -6.575 0.828 0.06
H 4.929 -5.472 0.940 0.09
H 4.750 -6.516 -0.513 0.04
H 2.944 -5.109 -1.449 0.10
H 4.325 -4.171 -1.044 0.12
H 2.411 -3.168 -0.239 0.03
C 1.382 1.395 4.608 -0.06
C 0.340 0.926 3.627 -0.33
O -0.289 1.969 2.989 -0.09
H 1.895 0.547 5.125 0.08
H 0.876 1.985 5.328 0.05
H 2.136 2.166 4.200 0.10
H -0.437 0.358 4.101 0.09
H 0.826 0.293 2.895 0.08
H 0.356 2.651 2.726 0.06
C 4.111 -0.887 3.672 -0.06
C 3.213 -2.104 3.766 -0.28
O 1.991 -1.998 3.030 -0.11
H 3.721 -0.079 4.250 0.04
H 4.121 -0.627 2.630 0.05
H 5.079 -1.172 4.071 0.08
H 2.819 -2.359 4.772 0.12
H 3.682 -3.070 3.445 0.12
H 2.177 -2.545 2.259 0.07
C 3.511 4.364 0.841 -0.08
C 2.646 3.158 1.320 -0.26
O 2.438 2.252 0.214 -0.11
H 3.101 4.924 -0.010 0.07
H 4.526 4.018 0.597 0.07
H 3.702 5.032 1.745 0.09
H 1.702 3.572 1.627 0.07
H 3.171 2.682 2.172 0.12
H 3.178 1.620 0.036 0.08
C -0.258 3.827 -3.607 -0.07
C 0.556 3.825 -2.262 -0.25
O 1.881 3.263 -2.517 -0.12
H 0.282 4.392 -4.342 0.06
H -1.284 4.210 -3.408 0.06
H -0.339 2.874 -4.095 0.03
H 0.086 3.302 -1.421 0.10
H 0.663 4.927 -2.000 0.12
H 2.265 3.167 -1.637 0.02
C -0.467 -1.448 7.187 -0.09
C -1.762 -1.082 6.490 -0.30
O -1.631 -1.173 5.072 -0.12
H -0.232 -2.562 7.188 0.09
H -0.600 -1.234 8.286 0.08
H 0.481 -1.013 6.944 0.05
H -2.085 -0.041 6.670 0.10
H -2.578 -1.698 6.839 0.10
H -1.343 -2.049 4.732 0.06
C -4.691 3.132 -4.204 -0.08
C -4.673 3.362 -2.701 -0.35
O -3.400 3.729 -2.259 -0.10
H -4.219 4.002 -4.784 0.11
H -5.707 3.143 -4.525 0.05
H -4.272 2.133 -4.405 0.05
H -5.001 2.532 -2.127 0.08
H -5.472 4.114 -2.352 0.13
H -3.539 4.225 -1.427 0.05
C 5.286 4.632 -2.827 -0.10
C 5.631 3.487 -3.753 -0.35
O 5.149 2.263 -3.241 -0.11
H 5.870 5.503 -3.203 0.08
H 5.738 4.367 -1.847 0.08
H 4.217 4.876 -2.738 0.07
H 6.751 3.343 -3.812 0.12
H 5.291 3.677 -4.818 0.12
H 4.227 2.427 -2.888 0.08
C 5.823 -2.114 0.835 -0.08
C 5.484 -0.907 -0.072 -0.30
O 4.377 -0.207 0.436 -0.11
H 5.016 -2.864 0.805 0.05
H 6.080 -1.873 1.876 0.06
H 6.724 -2.690 0.441 0.09
H 5.404 -1.305 -1.068 0.09
H 6.352 -0.236 -0.041 0.12
H 3.589 -0.390 -0.124 0.05
C -2.081 -0.835 1.066 -0.05
C -0.779 -0.259 0.513 -0.25
O -0.344 -0.840 -0.734 -0.12
H -2.252 -0.535 2.126 0.09
H -2.014 -1.930 1.001 0.07
H -2.909 -0.570 0.483 0.04
H 0.078 -0.344 1.237 0.11
H -0.870 0.799 0.403 0.08
H -0.632 -0.361 -1.535 0.03
C -5.948 -0.077 -4.111 -0.08
C -4.534 -0.657 -4.083 -0.30
O -3.811 -0.303 -2.924 -0.11
H -6.609 -0.583 -3.372 0.08
H -6.470 -0.235 -5.036 0.07
H -5.957 0.978 -3.891 0.03
H -4.037 -0.193 -4.950 0.10
H -4.684 -1.763 -4.140 0.12
H -4.084 -0.833 -2.148 0.06
C 1.048 6.776 2.448 -0.08
C 0.028 5.831 3.136 -0.34
O 0.824 4.823 3.653 -0.11
H 0.672 7.498 1.692 0.08
H 1.850 6.188 1.994 0.03
H 1.467 7.405 3.295 0.09
H -0.752 5.464 2.465 0.09
H -0.503 6.464 3.942 0.13
H 0.234 4.288 4.272 0.10
C 1.496 -4.803 -5.200 -0.08
C 0.947 -3.931 -6.282 -0.35
O 1.781 -2.889 -6.685 -0.09
H 1.750 -4.266 -4.265 0.06
H 2.457 -5.266 -5.444 0.08
H 0.747 -5.557 -4.955 0.08
H 0.013 -3.465 -6.071 0.10
H 0.762 -4.484 -7.222 0.12
H 2.686 -3.124 -6.932 0.09
```



> Which of these has the lowest E_LUMO?

number 1